[1]
DFT (ωB97M-V/def2-TZVPD) results for C32H27GeI2N2OPt as an isolated structure in a non-equilibrium geometry.

As for the maximum force: 1.732 eV Å⁻¹. Its HOMO-LUMO gap is 5.73 eV. As for the highest occupied orbital energy: -3.407 eV. Its spin multiplicity is 1. Its total charge is -1.

Geometry as XYZ:
```
66
Properties=species:S:1:pos:R:3:forces:R:3
Pt -0.173137 1.267671 0.356794 -1.3077 0.3410 -0.5432
I -0.559391 8.650723 2.095955 0.0051 0.1915 0.0900
C -0.679908 6.791943 1.170298 0.0162 -0.2322 -0.1585
C -0.063964 6.583428 -0.055619 -0.0743 -0.1559 0.0114
C -0.142184 5.330722 -0.642650 0.0422 0.2415 0.2145
I 0.761302 5.030196 -2.489208 0.0742 -0.0711 -0.1317
C -0.798929 4.221289 -0.050484 0.0414 -0.2342 -0.2300
O -0.811290 3.074353 -0.644535 -0.3024 0.4176 0.1990
C -1.470604 4.504307 1.178070 -0.0682 0.2123 0.1154
C -2.360414 3.466732 1.807377 0.1429 -0.0422 -0.0491
N -1.599132 2.364273 2.379946 -0.1530 0.5864 0.3101
C -2.368790 1.220215 2.770120 -0.0032 -0.1315 -0.1626
C -3.014642 0.590570 1.554895 -0.3946 -0.1739 0.1139
C -4.205783 -0.122164 1.669445 0.1542 0.1553 0.0940
C -4.795111 -0.641305 0.533708 -0.2122 -0.1387 0.0540
C -4.189375 -0.435177 -0.692125 0.2621 0.0799 -0.1128
C -2.999532 0.275885 -0.721614 -0.0923 -0.0794 -0.0789
N -2.427424 0.767783 0.375833 0.2337 0.2094 -0.0717
C -1.390439 5.759850 1.766589 0.0028 -0.1412 -0.0930
H 0.468667 7.381335 -0.554641 0.0060 0.0003 0.0170
H -3.014469 3.955762 2.545282 -0.0468 0.0071 0.0375
H -3.003680 3.047286 1.031374 -0.0025 0.0277 -0.0276
H -0.988831 2.690962 3.115733 0.0974 -0.0869 -0.0730
H -1.691039 0.484608 3.213559 0.0195 0.0112 0.0153
H -3.163164 1.435690 3.503132 -0.0530 -0.0194 0.0214
H -4.665616 -0.235411 2.644096 -0.0008 -0.0079 -0.0229
H -5.730015 -1.186153 0.602971 0.0477 -0.0063 -0.0032
H -4.615692 -0.814124 -1.610209 -0.0047 -0.0061 -0.0040
H -2.474963 0.475834 -1.647287 0.0206 -0.0226 -0.0040
H -1.915905 5.932187 2.699674 0.0061 0.0056 -0.0048
C 1.010344 0.060065 0.931014 1.4785 -0.7122 0.5532
Ge 1.445447 -1.364648 -0.275237 0.1017 0.1484 0.0255
C 2.526943 -2.812290 0.515520 0.2336 -0.3012 0.1873
C 2.939642 -3.902212 -0.259749 0.0460 0.0151 0.1528
C 3.668056 -4.948030 0.293272 -0.0460 0.0953 0.0264
C 4.003595 -4.923559 1.643907 -0.0314 0.0310 -0.0541
C 3.611032 -3.850108 2.430026 -0.0679 0.0641 -0.1041
C 2.877870 -2.805096 1.867169 0.0583 -0.1469 -0.0987
C 2.561258 -0.734903 -1.749130 0.1222 0.2417 -0.2753
C 3.897669 -0.472477 -1.433763 0.0416 -0.0701 -0.1669
C 4.762700 0.105089 -2.355661 -0.0900 -0.0461 0.0357
C 4.304728 0.434835 -3.623627 -0.0406 -0.0076 -0.0052
C 2.980541 0.187653 -3.958553 -0.0239 -0.0645 0.1177
C 2.117846 -0.385752 -3.028106 0.1984 0.0875 0.0703
C -0.162238 -2.331225 -0.815143 -0.4291 -0.2273 -0.0422
C -0.843428 -2.975934 0.227523 -0.0675 -0.0136 -0.1903
C -1.970955 -3.751278 -0.010197 0.0664 0.0885 -0.0210
C -2.449667 -3.902379 -1.306382 -0.0235 0.0779 -0.0001
C -1.801125 -3.263526 -2.352573 0.1108 0.0752 0.0859
C -0.670708 -2.483903 -2.106898 -0.0532 -0.1626 0.1538
H 1.486257 0.099882 1.922212 0.0071 -0.1839 -0.0438
H 2.689897 -3.933512 -1.316395 -0.0126 0.0090 0.0181
H 3.975002 -5.782603 -0.326772 -0.0011 0.0049 0.0095
H 4.568672 -5.739829 2.077643 0.0091 0.0045 0.0044
H 3.874430 -3.824809 3.481016 -0.0068 0.0085 0.0025
H 2.576387 -1.971188 2.492995 -0.0116 -0.0026 -0.0239
H 4.276825 -0.722928 -0.447980 -0.0239 0.0012 0.0038
H 5.791051 0.306826 -2.080272 -0.0036 -0.0044 0.0063
H 4.972117 0.895839 -4.342222 -0.0088 -0.0110 0.0057
H 2.609792 0.460222 -4.939914 -0.0014 -0.0078 0.0180
H 1.083098 -0.520275 -3.309595 -0.0405 0.0287 0.0500
H -0.478819 -2.880486 1.246130 0.0119 0.0202 -0.0237
H -2.473980 -4.241181 0.815312 -0.0013 0.0032 -0.0005
H -3.328915 -4.506533 -1.496915 0.0128 -0.0104 0.0012
H -2.166917 -3.373822 -3.367045 -0.0015 0.0064 0.0072
H -0.180992 -2.015192 -2.948088 0.0311 0.0235 -0.0073
```
Positions in Å, forces in eV/Å.

Here are the Mulliken charges for atoms 1 to 2, given in e: atom 1 (Pt): 0.410, atom 2 (I): -0.010

[2]
DFT (ωB97M-V/def2-TZVPD) results for C32H27IMoN8O6 as an isolated structure in a non-equilibrium geometry.

As for the maximum force: 1.818 eV Å⁻¹. Its HOMO-LUMO gap (spin up / spin down) is 5.61 / 5.61 eV. As for the highest occupied orbital energy (spin up / spin down): -13.508 / -13.508 eV. Its spin multiplicity is 1. Its total charge is +2.

Geometry as XYZ:
```
75
Properties=species:S:1:pos:R:3:forces:R:3
Mo 0.039072 -0.929210 -0.004704 0.0703 0.2922 -1.7926
C 0.211173 -1.072617 -4.600399 0.0262 0.0432 -0.0178
C -0.566566 -2.184777 -3.976804 -0.1277 -0.2204 -0.1869
N -1.092683 -3.114663 -4.758116 0.0422 0.0393 0.1021
C -1.787839 -4.119534 -4.220351 -0.0057 -0.1014 0.0269
C -2.023600 -4.285269 -2.865619 0.0436 0.1382 -0.1690
C -2.882739 -5.436947 -2.395167 -0.0124 -0.0829 0.0356
O -2.351365 -6.115861 -1.268260 0.0603 0.0604 0.0119
C -1.481757 -3.299491 -2.012822 -0.2754 -0.3242 0.4059
C -1.775608 -3.330255 -0.591737 0.0260 -0.2532 -0.3951
N -1.467648 -2.464095 0.322589 -0.1619 0.1342 0.3962
C -2.152293 -2.678523 1.596988 0.1316 0.0682 -0.4074
C -3.395950 -3.306429 1.640884 -0.0822 0.0383 0.1675
C -4.031083 -3.524051 2.853782 0.0586 0.0358 -0.0524
C -3.449748 -3.101843 4.039429 0.0604 0.0292 -0.0035
C -2.240533 -2.424154 4.005848 -0.1792 -0.0872 -0.1261
C -1.617790 -2.207537 2.784816 -0.1823 -0.1702 0.3072
I 0.136820 -1.128756 2.794521 0.3089 -0.0428 -0.1310
C -0.759938 -2.278558 -2.596315 0.3341 0.7595 -0.0905
O -0.193879 -1.320168 -1.809480 -0.0023 -0.6002 1.4205
H 0.360508 -1.299099 -5.652336 -0.0042 0.0168 0.0061
H 1.180468 -0.939141 -4.120214 0.0260 -0.0224 0.0253
H -0.328754 -0.127751 -4.521527 -0.0274 0.0256 0.0012
H -2.178785 -4.844410 -4.924475 -0.0159 -0.0169 -0.0156
H -3.045252 -6.121902 -3.228770 0.0013 0.0459 -0.0196
H -3.870774 -5.070892 -2.102573 0.0344 0.0312 0.0158
H -1.757461 -6.815562 -1.561411 -0.0201 0.0102 0.0275
H -2.348745 -4.194381 -0.283792 -0.0418 -0.0172 -0.0100
H -3.902714 -3.604875 0.735927 -0.0168 -0.0087 -0.0423
H -4.993455 -4.014074 2.862770 -0.0329 -0.0288 0.0112
H -3.940997 -3.275408 4.985478 -0.0284 -0.0072 0.0283
H -1.797434 -2.063724 4.923333 0.0360 0.0167 0.0233
C -0.137823 2.219144 -1.202157 0.0099 -0.0146 -0.0886
C -1.253199 1.780114 -0.330068 0.0462 0.1722 -0.0949
N -1.409010 0.540695 0.165033 0.2135 -0.3182 0.5625
C -2.568660 0.543020 0.933529 -0.1433 0.1787 -0.1196
C -3.100631 1.780127 0.882503 0.0567 -0.1367 0.0390
N -2.261320 2.547348 0.093442 -0.0207 0.0333 -0.1503
C -2.534695 3.966091 -0.261429 0.0087 -0.1083 0.1264
N -1.425110 4.812308 -0.022896 0.0353 0.1303 0.0060
N -0.696594 5.281354 -1.083187 0.0641 -0.0992 -0.2153
N 0.243356 6.016485 -0.659129 -0.1422 -0.0460 0.0765
C 0.167420 6.080534 0.724492 0.2750 0.1922 -0.1492
C 0.964847 6.781775 1.634865 -0.0889 -0.0706 0.0081
C 0.634736 6.662116 2.962436 -0.1337 -0.0955 0.0488
C -0.458984 5.869266 3.381498 0.0838 0.0632 -0.0054
C -1.249835 5.175550 2.492733 0.0918 0.0811 -0.0862
C -0.904542 5.310720 1.144124 -0.2490 -0.2456 0.2283
H 0.442628 1.360664 -1.545439 -0.0313 0.0816 0.0185
H 0.521572 2.906073 -0.671797 0.0448 0.0050 0.0006
H -0.514013 2.745347 -2.079530 0.0072 0.0442 0.0116
H -2.930321 -0.335300 1.435730 -0.0020 0.0309 0.0190
H -3.991745 2.189779 1.321582 -0.0526 0.0126 0.0401
H -3.390814 4.254569 0.349521 0.0327 0.0287 -0.0609
H -2.800201 4.031897 -1.316422 0.0738 0.0151 0.0435
H 1.789680 7.392942 1.300824 0.0294 0.0162 -0.0414
H 1.211970 7.189213 3.707736 0.0089 0.0109 0.0348
H -0.686341 5.815961 4.437100 0.0048 0.0029 0.0287
H -2.091380 4.586527 2.829486 -0.0345 -0.0253 0.0035
O 2.477798 0.265606 2.204524 0.2061 -0.2084 0.0303
C 2.845030 -0.197303 1.163082 -0.7087 0.1065 -0.8067
O 1.859424 -0.628715 0.232644 0.1598 0.3469 0.6483
C 4.206335 -0.329622 0.635803 0.0373 0.0921 0.4282
C 4.476365 -0.888301 -0.610396 0.0178 -0.0842 -0.1752
C 5.787064 -0.990148 -1.042887 -0.0986 0.0566 0.1058
C 6.783213 -0.523668 -0.206659 0.1912 -0.0178 -0.0622
C 6.547810 0.037282 1.033761 -0.1257 0.0006 -0.0017
C 5.235053 0.135373 1.458548 0.1355 -0.0374 -0.0478
N 8.194884 -0.632872 -0.672111 -0.1332 -0.0009 0.0131
O 8.369908 -1.116169 -1.766675 0.0397 -0.0218 -0.0485
O 9.048796 -0.229773 0.080269 0.0776 0.0198 0.0314
H 3.675937 -1.244284 -1.244524 0.0220 0.0173 0.0575
H 6.048372 -1.416061 -1.999456 -0.0036 -0.0048 -0.0090
H 7.375561 0.381232 1.636017 -0.0050 -0.0025 -0.0080
H 5.004832 0.567081 2.422010 -0.0438 -0.0023 0.0080
```
Positions in Å, forces in eV/Å.

Here are the Mulliken charges for atoms 1 to 2, given in e: atom 1 (Mo): 0.776, atom 2 (C): -1.267

[3]
DFT (ωB97M-V/def2-TZVPD) results for C32H27N15O2RbSb as an isolated structure in a non-equilibrium geometry.

As for the maximum force: 2.672 eV Å⁻¹. Its HOMO-LUMO gap is 6.12 eV. As for the highest occupied orbital energy: -2.203 eV. Its spin multiplicity is 1. Its total charge is -2.

Geometry as XYZ:
```
78
Properties=species:S:1:pos:R:3:forces:R:3
Rb -0.049077 2.185203 -1.840220 -0.5357 -0.1522 -0.2070
C -1.130678 2.050567 2.470651 -0.6404 -0.0208 0.1570
C -1.151469 1.028752 3.588923 -1.6597 0.2540 -0.3152
C -2.029396 1.277869 4.667495 0.6884 -0.5204 0.6733
C -2.106868 0.297164 5.677979 -0.3038 1.6718 -1.1072
C -1.415569 -0.863140 5.546525 0.6384 -1.1842 0.6161
C -0.599040 -1.023914 4.432159 0.1141 -0.9119 -0.2961
N -0.471720 -0.120123 3.467762 -0.0436 0.5835 0.3580
Sb 0.099737 -3.034299 3.952821 0.9422 0.5557 -0.4115
C -1.212234 -2.962797 2.283678 0.5802 -0.3228 -0.5626
C -2.428357 -3.613162 2.336023 0.2261 0.7793 -0.6982
C -3.348578 -3.325638 1.344478 -0.5239 0.0385 -0.5292
C -3.007271 -2.478894 0.293612 -0.3315 0.1793 -0.1167
C -1.704458 -1.941948 0.300912 0.2187 0.0565 -0.9670
C -1.269997 -1.004254 -0.825165 -0.5781 -1.8243 0.1632
N -0.799805 -2.213935 1.249149 -1.1225 0.0668 0.4299
C 1.773103 -2.648127 2.574589 -1.0258 -0.9912 1.1117
C 2.363598 -1.493324 2.177485 -0.5909 2.3051 -0.0319
C 3.381752 -1.582343 1.251412 0.0722 0.6806 0.7841
C 3.794881 -2.799000 0.794978 0.2210 -0.6363 -0.7504
C 3.148750 -3.936510 1.222185 -0.5967 -0.6530 0.6269
C 3.477560 -5.370714 0.751851 -0.5656 1.7873 0.4214
N 2.140751 -3.826265 2.110494 0.6628 -1.3028 -0.2853
H -1.871686 2.856692 2.758377 1.4695 -0.3895 -0.4703
H -0.076040 2.320348 2.356048 -0.3558 0.7466 -0.1869
H -1.491571 1.703880 1.474003 0.2944 -0.2382 0.7995
H -2.555442 2.244891 4.751693 0.2632 -0.7583 -0.1381
H -2.709992 0.429569 6.538799 -0.6441 0.3253 0.6689
H -1.502736 -1.630988 6.347434 0.2138 0.4533 -0.8386
H -2.627030 -4.319585 3.099673 -0.3410 -0.3847 0.7873
H -4.344261 -3.748434 1.437281 0.0095 -0.0432 -0.2913
H -3.725394 -2.208497 -0.534290 0.8952 -0.2848 1.1611
H -0.771994 -0.188924 -0.355186 0.5335 0.6883 0.1025
H -0.595229 -1.536291 -1.539270 -0.4216 0.5486 0.5430
H -2.186659 -0.684609 -1.315722 0.2004 0.3356 -0.2900
H 1.921501 -0.508541 2.472700 0.6439 -0.9967 -0.1123
H 3.909146 -0.697111 0.972853 0.1050 0.5083 -0.5121
H 4.532055 -2.850742 0.020587 0.4874 -0.0529 -0.2170
H 3.802846 -5.313941 -0.273210 0.0953 -0.2145 -0.4660
H 4.274439 -5.812307 1.349539 -0.1990 -0.1365 0.1220
H 2.517346 -5.872494 0.840946 0.2883 -0.5468 -0.0297
O 3.929281 -0.644145 -2.402122 1.3157 -0.7752 0.3994
C 3.131164 0.260876 -2.366316 -2.2447 0.3937 -1.1515
N 1.860760 0.226449 -2.918552 1.9595 0.6503 0.8429
C 1.715735 -0.451432 -4.071097 -0.8413 1.3152 1.5683
O 2.521796 -0.865076 -4.872495 1.4120 -0.6266 -1.0306
C 0.272297 -0.617763 -4.361193 -0.2021 -1.2677 -0.9857
C -0.035475 -1.721985 -5.140761 -1.2365 1.1649 0.2280
C -1.385489 -1.944815 -5.447165 1.2209 -1.0461 -0.6313
C -2.293889 -1.065735 -4.914017 -1.9672 -0.8043 0.0112
C -1.868456 -0.068321 -4.050132 -2.6143 -0.2594 -0.4895
N -0.634180 0.174519 -3.835082 2.0427 1.0480 1.1366
C 3.528775 1.545812 -1.660592 0.4401 0.3341 0.7790
C 4.896396 1.806601 -1.553742 0.4254 0.0175 0.2838
C 5.339207 2.910394 -0.837067 -1.2078 1.2081 0.1897
C 4.371788 3.749154 -0.213931 1.6301 -0.3095 -0.8218
C 3.068347 3.398508 -0.387138 -1.9584 0.8642 0.4386
N 2.641891 2.361597 -1.095598 0.1109 -0.9433 -0.3156
H 0.849350 -2.198037 -5.459903 0.4019 -1.1609 -0.6948
H -1.646761 -2.831790 -6.071834 -0.0869 0.9232 0.5186
H -3.389002 -1.216623 -5.048809 0.9525 0.1636 0.0416
H -2.599167 0.493955 -3.479412 -0.1810 0.2739 -0.1921
H 5.547419 1.088052 -2.028407 0.2493 0.1064 -0.0148
H 6.348993 3.294483 -0.809013 0.3450 -0.5963 -0.0716
H 4.644275 4.711581 0.239447 -0.1036 -0.6618 0.0343
H 2.233552 4.005440 0.019336 0.6291 -0.1640 -0.1098
N -3.568479 4.472381 -0.692880 -1.4296 -0.6117 -0.1276
C -2.368187 4.793004 -0.140746 2.6508 0.2272 -0.1746
N -2.221887 5.894255 0.587340 -0.1997 0.2551 0.5833
N -0.895824 6.025218 0.786198 -0.1644 0.1357 -0.4393
N -0.257280 5.095643 0.162136 -0.9916 -1.2273 0.0672
N -1.174553 4.225682 -0.422440 -0.2177 1.3405 0.4382
C -4.001881 3.222644 -1.126307 -0.1329 -0.4972 -0.4440
N -5.312364 2.943411 -1.167577 -0.2876 0.3296 0.3611
N -5.408629 1.707561 -1.671134 1.7664 0.2923 -0.0862
N -4.194399 1.273783 -1.937600 0.0515 0.5023 0.2457
N -3.255312 2.243843 -1.603338 -0.8415 -1.0581 -0.2254
H -4.344725 4.916797 -0.240092 -0.0788 0.4652 0.1435
```
Positions in Å, forces in eV/Å.

Here are the Mulliken charges for atoms 1 to 2, given in e: atom 1 (Rb): 0.642, atom 2 (C): -0.496